(1)
Below is C7H24InN12O9 as an isolated structure in a non-equilibrium geometry, with properties calculated with ωB97M-V/def2-TZVPD.

Geometry as XYZ:
```
53
Properties=species:S:1:pos:R:3
In -0.5335 -0.4056 -0.9868
C -2.9629 -2.8700 -0.4246
O -3.8083 -3.7361 -0.2799
O -2.1115 -2.5158 0.4400
O -2.9023 -2.3007 -1.5402
C -1.6739 -1.2637 -4.7486
O -0.8233 -0.8496 -3.9102
N -2.4888 -2.2048 -4.4754
N -1.6446 -1.0000 -6.0179
H -2.7092 -2.2719 -3.4920
H -3.1212 -2.6322 -5.1368
H -2.4559 -1.3772 -6.4865
H -0.8316 -0.5982 -6.4626
C -0.5893 3.4709 0.0029
O -0.1825 2.4966 -0.5286
N -1.0227 3.2808 1.1788
N -0.5852 4.7425 -0.2861
H -1.1618 4.0933 1.7625
H -1.0986 2.4327 1.7220
H -0.2385 4.9507 -1.2116
H -1.2374 5.3470 0.1927
C -2.5134 0.3280 2.2759
O -1.9523 0.6905 1.2687
N -2.7495 -0.8441 2.6332
N -3.1858 1.0196 3.1321
H -2.5769 -1.6666 2.0730
H -3.0447 -1.0830 3.5690
H -3.8157 0.4654 3.6944
H -3.1458 2.0275 3.1822
C 1.9184 1.0596 2.0419
O 1.1723 0.5842 1.1886
N 2.3647 0.3227 3.0790
N 2.3402 2.2900 2.0002
H 3.0379 0.7943 3.6659
H 1.8926 -0.5293 3.3462
H 3.1940 2.5928 2.4468
H 2.0395 2.9768 1.3234
C 1.1896 -3.2195 1.4960
O 1.0028 -2.2610 0.7190
N 2.1332 -3.3680 2.3865
N 0.3916 -4.2113 1.5630
H 2.8252 -2.6387 2.2904
H 2.2729 -4.2065 2.9319
H 0.4180 -4.7539 2.4144
H -0.3028 -4.1722 0.8305
C 3.2097 1.2089 -1.7615
O 2.1953 0.6036 -1.6074
N 3.8950 1.1528 -2.9130
N 3.7772 1.9146 -0.7958
H 4.7301 1.6173 -3.2400
H 3.6135 0.4331 -3.5633
H 3.2370 1.6497 0.0154
H 4.6194 2.4342 -0.9980
```

Calculated values
HOMO-LUMO gap = 3.87 eV
Net charge = +1

The molecule's natural (NBO) atomic charges, reported in e, are given here: number 1, In, carries 1.301; number 2, C, carries 0.901; number 3, O, carries -0.403; number 4, O, carries -0.609; number 5, O, carries -0.410; number 6, C, carries 0.756; number 7, O, carries -0.733; number 8, N, carries -0.799; number 9, N, carries -0.800; number 10, H, carries 0.421; number 11, H, carries 0.390; number 12, H, carries 0.386; number 13, H, carries 0.422; number 14, C, carries 0.747; number 15, O, carries -0.676; number 16, N, carries -0.811; number 17, N, carries -0.827; number 18, H, carries 0.351; number 19, H, carries 0.426; number 20, H, carries 0.408; number 21, H, carries 0.401; number 22, C, carries 0.755; number 23, O, carries -0.692; number 24, N, carries -0.798; number 25, N, carries -0.808; number 26, H, carries 0.429; number 27, H, carries 0.378; number 28, H, carries 0.395; number 29, H, carries 0.396; number 30, C, carries 0.756; number 31, O, carries -0.666; number 32, N, carries -0.841; number 33, N, carries -0.837; number 34, H, carries 0.385; number 35, H, carries 0.420; number 36, H, carries 0.388; number 37, H, carries 0.423; number 38, C, carries 0.762; number 39, O, carries -0.706; number 40, N, carries -0.834; number 41, N, carries -0.807; number 42, H, carries 0.410; number 43, H, carries 0.405; number 44, H, carries 0.393; number 45, H, carries 0.427; number 46, C, carries 0.783; number 47, O, carries -0.677; number 48, N, carries -0.852; number 49, N, carries -0.865; number 50, H, carries 0.395; number 51, H, carries 0.404; number 52, H, carries 0.429; number 53, H, carries 0.407

---

(2)
Below is a 6-piece molecular cluster, C7H24NO5 overall in a non-equilibrium geometry, with properties calculated with ωB97M-V/def2-TZVPD.

Geometry as XYZ:
```
37
Properties=species:S:1:pos:R:3
C 0.6221 -2.9940 0.2739
C 1.0059 -1.6635 -0.2301
C 1.0405 -0.5375 0.7654
C 1.6776 0.6785 0.1186
C 2.9483 0.6261 -0.3170
C 0.4593 2.4327 1.4110
C 1.0024 1.9363 0.3200
N -0.1148 -1.3435 -1.2922
H 1.5284 -3.4904 0.7608
H 0.0407 -2.9781 1.2811
H 0.1573 -3.6960 -0.3645
H 1.9013 -1.6693 -0.8503
H 0.0545 -0.3437 1.2631
H 1.7402 -0.9201 1.5413
H 3.5188 1.5380 -0.6946
H 3.6572 -0.1887 -0.3232
H 0.1092 3.4495 1.4284
H 0.2199 1.7212 2.2674
H 1.1113 2.5734 -0.5962
H -1.0453 -1.3933 -0.8365
H -0.1578 -2.0553 -2.0425
H 0.1045 -0.3626 -1.6496
H -1.9828 2.2685 0.2494
H -1.4946 1.4856 -1.0403
O -2.1180 1.5624 -0.3455
H -2.5724 0.2434 -2.5015
H -3.1370 -0.4676 -1.0947
O -2.6107 -0.5252 -1.8866
H -1.9925 1.2479 -3.8642
H -2.2923 2.2035 -2.7070
O -1.5759 1.7015 -3.1145
H -2.3119 0.3760 0.7829
H -3.2928 -0.4720 1.5709
O -2.4779 -0.5503 1.0093
H 1.5520 0.2899 3.8229
H 2.7938 -0.1571 3.2405
O 1.9319 -0.5263 3.6440
```

Calculated values
HOMO-LUMO gap = 9.76 eV
Net charge = +1

The molecule's natural (NBO) atomic charges, reported in e, are given here: number 1, C, carries -0.680; number 2, C, carries -0.007; number 3, C, carries -0.502; number 4, C, carries -0.091; number 5, C, carries -0.356; number 6, C, carries -0.391; number 7, C, carries -0.229; number 8, N, carries -0.715; number 9, H, carries 0.257; number 10, H, carries 0.254; number 11, H, carries 0.232; number 12, H, carries 0.219; number 13, H, carries 0.257; number 14, H, carries 0.283; number 15, H, carries 0.223; number 16, H, carries 0.214; number 17, H, carries 0.223; number 18, H, carries 0.197; number 19, H, carries 0.217; number 20, H, carries 0.479; number 21, H, carries 0.438; number 22, H, carries 0.444; number 23, H, carries 0.496; number 24, H, carries 0.499; number 25, O, carries -0.964; number 26, H, carries 0.483; number 27, H, carries 0.513; number 28, O, carries -1.015; number 29, H, carries 0.488; number 30, H, carries 0.491; number 31, O, carries -0.947; number 32, H, carries 0.487; number 33, H, carries 0.486; number 34, O, carries -0.998; number 35, H, carries 0.462; number 36, H, carries 0.465; number 37, O, carries -0.915